No. 1
Molecular formula: CBrNO3
Method: DFT, ωB97M-V/def2-TZVPD

Structure (XYZ):
```
6
Properties=species:S:1:pos:R:3:forces:R:3:mulliken_charge:R:1
C -2.310 0.626 0.111 -1.64 0.92 2.62 0.6702
N 2.763 -0.277 0.020 1.03 -0.84 0.78 0.1979
O 2.082 0.465 -0.546 -0.99 1.72 -0.99 -0.2355
O -1.842 0.543 -0.909 1.81 -0.67 -3.41 -0.3086
O -2.835 0.803 1.125 -0.16 -0.25 0.79 -0.3646
Br 2.142 -2.160 0.200 -0.06 -0.88 0.21 0.0405
```
Positions in Å, forces in eV/Å.

## Properties
⟨S²⟩ = 2.01
total charge = 0
E = -2892.490036 a.u.
spin multiplicity = 3
relative energy (zero: lowest compared OMol25 entry of this formula, charge and spin) = 4.2 kcal per mole
frontier orbital gap (spin up / spin down) = 8.75 / 8.27 eV


No. 2
Molecular formula: C35H43F6O3PSSbTi
Method: DFT, ωB97M-V/def2-TZVPD

Structure (XYZ):
```
91
Properties=species:S:1:pos:R:3:forces:R:3:mulliken_charge:R:1
Ti 1.229 0.486 0.218 -3.04 -2.62 -1.00 0.0266
C 0.517 -1.900 -0.934 0.32 0.25 0.59 -1.1468
C 1.722 -1.624 -0.224 0.00 -0.90 0.52 -0.0678
C 1.317 -1.441 1.188 0.25 -1.00 -0.49 1.0568
C -0.115 -1.666 1.207 0.21 0.11 -0.57 -0.6314
C -0.575 -2.051 -0.049 0.06 0.03 0.29 0.9551
C -1.816 -2.874 -0.326 -0.32 0.04 -0.03 1.7909
C -2.736 -2.912 0.897 0.17 0.08 -0.22 -1.7586
C -1.327 -4.314 -0.578 0.03 0.26 0.02 -1.7817
C -2.590 -2.391 -1.555 0.13 0.05 0.19 -1.7221
C 2.092 -1.687 2.497 0.25 0.24 0.29 1.5612
C 2.737 -3.079 2.428 -0.12 0.26 -0.13 -1.5055
C 1.134 -1.701 3.703 0.09 0.05 -0.27 -1.9866
C 3.105 -0.569 2.770 -0.08 -0.17 -0.07 -1.6438
C 3.027 -1.816 -1.043 0.20 0.19 -0.14 2.0437
C 4.380 -1.470 -0.399 -0.14 0.13 0.11 -1.5854
C 3.092 -3.299 -1.460 -0.09 0.23 0.14 -1.6930
C 2.901 -0.940 -2.313 -0.11 -0.05 0.22 -1.7070
H 0.478 -2.173 -1.977 0.06 0.27 -0.11 0.8458
H -0.718 -1.705 2.096 0.02 0.25 0.08 0.9015
H -2.229 -3.387 1.732 0.02 -0.07 0.20 0.3663
H -3.622 -3.499 0.670 -0.09 -0.08 -0.03 0.4937
H -3.054 -1.920 1.197 -0.08 0.15 0.03 0.2920
H -0.779 -4.685 0.283 0.08 -0.10 0.11 0.3519
H -0.676 -4.371 -1.446 0.09 -0.03 -0.17 0.3503
H -2.185 -4.959 -0.748 -0.10 -0.10 -0.03 0.4560
H -2.919 -1.362 -1.425 -0.03 -0.01 -0.09 0.3145
H -3.469 -3.014 -1.700 -0.11 -0.08 -0.02 0.5568
H -1.989 -2.465 -2.458 0.08 0.04 -0.14 0.2869
H 1.962 -3.836 2.313 -0.05 -0.12 -0.02 0.2753
H 3.283 -3.281 3.345 0.06 -0.02 0.14 0.4577
H 3.423 -3.171 1.595 0.12 -0.05 -0.09 0.2500
H 0.447 -2.545 3.662 -0.10 -0.03 0.03 0.3475
H 0.568 -0.770 3.768 -0.06 0.02 0.09 0.3163
H 1.719 -1.805 4.615 0.05 0.06 0.02 0.4804
H 3.815 -0.440 1.960 0.02 0.10 0.05 0.0442
H 3.670 -0.785 3.674 0.00 0.00 0.11 0.6312
H 2.562 0.371 2.924 0.26 -0.06 0.01 0.2567
H 4.498 -1.898 0.589 0.06 -0.06 0.08 0.1943
H 4.560 -0.401 -0.344 0.02 -0.04 0.05 0.1132
H 5.171 -1.880 -1.026 -0.04 -0.09 -0.06 0.6292
H 3.268 -3.932 -0.594 0.05 -0.12 0.08 0.3318
H 3.904 -3.447 -2.168 0.10 0.00 -0.03 0.5189
H 2.170 -3.624 -1.932 -0.13 -0.09 -0.10 0.3347
H 2.544 0.078 -2.073 0.27 -0.22 -0.28 0.0794
H 2.230 -1.384 -3.046 -0.13 0.03 -0.07 0.4149
H 3.879 -0.854 -2.781 0.02 0.15 -0.08 0.5107
O 2.139 4.021 0.541 -0.28 0.00 0.02 -0.5112
S 1.069 3.050 0.328 -2.31 1.87 -0.34 1.1231
O 1.110 2.324 -0.939 0.40 0.28 -0.41 -0.5789
O 0.914 1.986 1.365 0.27 0.63 1.62 -0.0009
C -0.444 3.927 0.408 0.21 -0.12 0.03 0.2470
C -0.551 5.252 0.787 0.17 0.17 0.07 -0.2109
C -1.816 5.818 0.865 0.11 -0.17 -0.08 -0.8995
C -2.931 5.043 0.582 0.12 0.05 0.01 -0.7047
C -2.802 3.708 0.230 0.24 -0.19 0.06 -0.2341
C -1.540 3.121 0.129 0.24 -0.01 0.02 -1.3643
P -1.278 1.359 -0.389 -1.91 0.45 -0.47 2.1035
C -2.767 0.758 0.480 0.41 -0.30 -0.02 1.3003
C -4.012 0.537 -0.090 0.21 -0.01 0.00 -0.1040
C -5.068 0.146 0.717 -0.05 -0.03 0.00 -0.8368
C -4.886 -0.013 2.081 -0.01 0.01 0.02 -0.8130
C -3.645 0.222 2.656 0.02 0.07 0.02 -0.6241
C -2.585 0.604 1.855 0.07 -0.01 -0.08 -1.0522
C -1.642 1.537 -2.178 0.35 -0.43 0.20 0.4796
C -1.257 0.455 -2.970 -0.08 0.00 0.14 -0.3090
C -1.435 0.489 -4.340 0.00 -0.11 -0.05 -1.0590
C -1.946 1.625 -4.943 0.06 0.00 0.06 -0.8111
C -2.290 2.720 -4.168 -0.02 0.02 -0.01 -0.7643
C -2.152 2.679 -2.790 -0.07 0.01 0.11 -1.1042
H 0.334 5.821 1.025 0.09 0.11 0.00 0.6191
H -1.930 6.854 1.146 0.04 0.06 0.04 0.4455
H -3.916 5.484 0.640 -0.07 0.00 0.01 0.4855
H -3.687 3.121 0.035 -0.06 -0.05 -0.01 0.5825
H -4.153 0.667 -1.153 -0.03 0.00 -0.14 0.5047
H -6.034 -0.041 0.275 -0.15 -0.01 -0.04 0.4867
H -5.712 -0.324 2.699 -0.11 -0.03 0.08 0.4209
H -3.506 0.103 3.721 0.00 -0.01 0.08 0.4665
H -1.601 0.790 2.285 -0.16 -0.03 0.06 0.2202
H -0.824 -0.415 -2.489 -0.06 0.05 -0.17 0.2646
H -1.179 -0.368 -4.942 0.12 -0.11 -0.07 0.5069
H -2.056 1.666 -6.014 -0.04 0.00 -0.13 0.4292
H -2.659 3.614 -4.645 -0.08 0.11 0.00 0.4586
H -2.439 3.544 -2.210 0.04 0.02 -0.01 0.4396
F 2.883 0.802 0.186 1.53 -0.12 -0.11 0.7218
Sb 4.081 3.332 0.408 2.94 0.06 0.08 1.8131
F 3.444 2.328 1.966 0.33 0.64 -1.26 -0.5610
F 4.396 4.817 -0.765 -0.03 -0.84 0.71 -0.5265
F 4.535 4.599 1.758 -0.04 -0.66 -0.67 -0.5328
F 3.653 2.498 -1.308 0.07 0.54 1.41 -0.6030
F 5.578 2.135 0.429 -0.75 1.17 -0.03 -0.5203
```
Positions in Å, forces in eV/Å.

## Properties
total charge = +1
E = -4013.546189 a.u.
relative energy (zero: lowest compared OMol25 entry of this formula, charge and spin) = 92.4 kcal per mole
frontier orbital gap = 6.98 eV